Entry 1:
An isolated molecule of C21H32N4O in a non-equilibrium geometry. Source: the OMol25 dataset; level of theory: ωB97M-V/def2-TZVPD.

Last column: Mulliken charge in e.
Positions of all 58 atoms, in Å:
C -4.19 -4.89 0.15  -1.632
H -4.74 -5.38 -0.65  0.325
H -3.93 -5.63 0.89  0.407
H -4.84 -4.15 0.61  0.416
C -2.93 -4.22 -0.41  1.184
C -2.00 -5.28 -1.01  -1.511
H -1.07 -4.84 -1.34  0.306
H -1.77 -6.03 -0.26  0.422
H -2.48 -5.77 -1.85  0.324
C -3.32 -3.16 -1.45  -1.137
H -3.67 -3.65 -2.36  0.519
H -4.14 -2.56 -1.05  0.363
C -2.15 -2.23 -1.82  -1.366
N -1.58 -1.62 -0.63  0.689
C -2.31 -0.46 -0.17  -0.679
C -1.81 -0.07 1.22  -1.162
N -0.39 0.21 1.17  0.908
C 0.32 -0.97 0.71  -1.770
H 0.15 -1.82 1.39  0.337
C -0.15 -1.37 -0.69  -0.422
C 0.28 -0.34 -1.75  0.486
H 0.11 0.67 -1.35  -0.622
H -0.33 -0.47 -2.64  0.622
C 1.75 -0.47 -2.17  -0.994
O 2.68 -0.12 -1.17  -0.626
H 2.60 0.84 -1.00  0.415
H 1.91 0.14 -3.07  0.282
H 1.97 -1.51 -2.42  0.472
H 0.33 -2.33 -0.93  0.632
H 1.39 -0.75 0.68  0.777
C 0.12 0.65 2.46  -1.527
C 1.52 1.16 2.35  0.694
C 2.61 0.82 3.10  -0.754
C 3.73 1.47 2.55  -0.846
C 3.30 2.16 1.46  -0.461
N 1.94 2.00 1.34  0.295
C 1.21 2.58 0.31  0.759
N 1.85 2.65 -0.85  -0.609
C 1.24 3.20 -1.89  -0.555
C -0.05 3.71 -1.82  -0.487
C -0.71 3.64 -0.60  -0.538
C -0.08 3.08 0.49  -0.297
H -0.55 3.05 1.45  0.394
H -1.71 4.04 -0.50  0.451
H -0.52 4.14 -2.69  0.409
H 1.81 3.23 -2.80  0.438
H 3.83 2.78 0.77  0.436
H 4.74 1.42 2.92  0.468
H 2.60 0.18 3.96  0.499
H 0.12 -0.17 3.21  0.380
H -0.56 1.43 2.85  0.481
H -2.03 -0.90 1.92  0.334
H -2.34 0.82 1.56  0.411
H -2.20 0.40 -0.85  0.218
H -3.37 -0.72 -0.11  0.487
H -2.51 -1.48 -2.54  0.329
H -1.37 -2.82 -2.31  0.632
H -2.41 -3.71 0.40  -0.003

Summary:
Max |F|, eV Å⁻¹: 1.017
DFT total energy, Eh: -1113.66226
HOMO level, eV: -8.204
Frontier orbital gap, eV: 8.87
SMILES: CC(C)CCN1CCN(Cc2cccn2-c2ccccn2)C[C@@H]1CCO

Entry 2:
An isolated molecule of C21H32N4O3. Source: the OMol25 dataset; level of theory: ωB97M-V/def2-TZVPD.

Last column: Mulliken charge in e.
Positions of all 60 atoms, in Å:
C -7.19 -0.13 0.70  -1.425
C -5.72 0.26 0.69  -0.053
C -4.82 -0.84 1.25  -0.927
C -3.34 -0.47 1.21  0.148
C -2.43 -1.54 1.81  -1.385
C -0.99 -1.14 1.77  0.027
C 0.00 -1.89 1.31  -0.892
C 1.44 -1.46 1.32  -0.143
C 2.21 -2.00 0.12  0.386
O 1.68 -2.73 -0.70  -0.664
N 3.52 -1.65 0.02  0.319
C 4.36 -2.25 -1.02  -0.759
C 5.14 -1.20 -1.80  -1.103
C 4.24 -0.13 -2.36  0.015
C 4.66 1.31 -2.36  -0.897
C 3.57 0.85 -1.43  1.374
C 2.18 1.28 -1.81  -0.436
O 1.87 2.43 -2.05  -0.679
N 1.25 0.28 -1.79  0.115
C -0.15 0.60 -1.93  -1.130
C -0.67 1.45 -0.81  0.899
N -1.79 2.08 -0.77  -0.671
C -1.76 2.63 0.49  0.770
C -2.87 3.47 1.03  -1.100
N -0.69 2.37 1.17  -0.714
O 0.05 1.56 0.30  0.223
C 3.78 0.85 0.09  -0.617
C 4.09 -0.52 0.74  -1.335
H -7.82 0.67 0.30  0.395
H -7.36 -1.02 0.09  0.338
H -7.54 -0.35 1.71  0.326
H -5.40 0.50 -0.33  0.353
H -5.58 1.17 1.28  0.157
H -5.11 -1.06 2.28  0.357
H -4.98 -1.76 0.68  0.369
H -3.04 -0.27 0.17  0.135
H -3.19 0.47 1.75  0.167
H -2.74 -1.70 2.85  0.320
H -2.57 -2.49 1.29  0.384
H -0.76 -0.14 2.16  0.536
H -0.21 -2.88 0.91  0.307
H 1.50 -0.38 1.36  0.047
H 1.94 -1.84 2.21  0.508
H 5.04 -2.96 -0.55  0.299
H 3.69 -2.81 -1.67  0.448
H 5.91 -0.75 -1.18  0.378
H 5.67 -1.71 -2.61  0.432
H 3.63 -0.45 -3.20  0.374
H 5.62 1.54 -1.91  0.258
H 4.37 1.94 -3.19  0.330
H 1.51 -0.68 -1.66  0.297
H -0.35 1.14 -2.86  0.352
H -0.72 -0.33 -1.95  0.419
H -2.66 3.75 2.06  0.289
H -2.97 4.37 0.43  0.377
H -3.80 2.92 0.97  0.114
H 4.56 1.56 0.37  0.523
H 2.86 1.24 0.53  0.118
H 3.74 -0.51 1.77  0.467
H 5.17 -0.68 0.80  0.479

Summary:
Max |F|, eV Å⁻¹: 0.086
DFT total energy, Eh: -1264.13842
HOMO level, eV: -9.243
Frontier orbital gap, eV: 10.01
SMILES: CCCCC/C=C/CC(=O)N1CC[C@@H]2C[C@]2(C(=O)NCc2nc(C)no2)CC1

Entry 3:
An isolated molecule of C21H32N4O6S. Source: the OMol25 dataset; level of theory: ωB97M-V/def2-TZVPD.

Last column: Mulliken charge in e.
Positions of all 64 atoms, in Å:
C 2.79 5.02 0.51  -1.553
C 1.77 4.03 0.98  0.761
C 1.52 2.87 0.26  -0.297
C 0.60 1.93 0.70  0.012
C -0.14 2.13 1.86  0.487
C 0.12 3.29 2.57  -1.058
C 1.05 4.22 2.16  -0.874
H 1.22 5.11 2.74  0.367
H -0.44 3.48 3.48  0.421
C -1.19 1.17 2.31  -1.261
H -0.81 0.16 2.35  0.124
H -1.57 1.46 3.29  0.422
H -2.02 1.18 1.60  0.229
S 0.46 0.50 -0.37  1.932
O -0.19 -0.58 0.31  -0.037
O -0.06 0.91 -1.64  -0.938
N 2.05 0.08 -0.61  0.275
C 2.83 -0.38 0.49  -0.189
O 4.07 0.28 0.55  -0.557
C 4.81 0.21 -0.66  -0.438
C 4.02 0.77 -1.84  -0.431
H 4.58 0.62 -2.76  0.427
C 2.67 0.05 -1.92  -0.905
H 1.98 0.56 -2.59  0.338
H 2.79 -0.98 -2.26  0.434
H 3.87 1.84 -1.69  0.192
H 5.71 0.80 -0.47  0.436
H 5.11 -0.83 -0.86  0.251
H 2.30 -0.09 1.41  0.524
C 2.99 -1.93 0.51  -0.926
N 1.73 -2.58 0.71  0.016
C 0.86 -2.81 -0.29  0.335
O 1.13 -2.76 -1.48  -0.699
C -0.50 -3.24 0.24  0.431
O -0.72 -3.38 1.43  -0.720
N -1.37 -3.48 -0.75  0.007
H -1.03 -3.31 -1.69  0.283
C -2.72 -3.92 -0.54  -0.792
H -2.89 -3.88 0.54  0.432
H -2.83 -4.96 -0.87  0.364
C -3.78 -3.08 -1.28  -1.010
N -3.91 -1.69 -0.94  0.081
C -4.07 -1.41 0.48  -0.287
H -4.82 -2.08 0.89  0.488
C -4.53 0.04 0.62  -0.934
H -4.63 0.32 1.67  0.369
O -3.59 0.94 0.07  -0.419
C -3.36 0.64 -1.30  -0.880
C -2.90 -0.80 -1.49  0.029
H -2.80 -0.99 -2.56  0.418
H -1.93 -0.92 -1.01  -0.186
H -2.58 1.33 -1.63  0.368
H -4.28 0.82 -1.86  0.432
H -5.49 0.16 0.11  0.432
H -3.12 -1.53 1.03  0.115
H -4.75 -3.56 -1.09  0.392
H -3.59 -3.14 -2.36  0.424
H 1.30 -2.56 1.63  0.283
H 3.37 -2.27 -0.46  0.377
H 3.69 -2.20 1.30  0.306
H 2.04 2.67 -0.66  0.344
H 2.67 5.21 -0.56  0.363
H 3.79 4.62 0.66  0.287
H 2.70 5.95 1.05  0.387

Summary:
Max |F|, eV Å⁻¹: 0.964
DFT total energy, Eh: -1888.08215
HOMO level, eV: -8.128
Frontier orbital gap, eV: 8.79
SMILES: Cc1ccc(C)c(S(=O)(=O)N2CCCO[C@@H]2CNC(=O)C(=O)NCCN2CCOCC2)c1

Entry 4:
A structure of composition C21H32N4ORbS5Se in a non-equilibrium geometry. Source: the OMol25 dataset; level of theory: ωB97M-V/def2-TZVPD.

Last column: Mulliken charge in e.
Positions of all 65 atoms, in Å:
Rb 0.10 0.42 -0.44  0.810
C -3.70 -2.38 0.13  -0.918
C -3.82 -1.82 -1.28  -0.843
S -2.26 -1.64 -2.20  -0.014
C -1.66 -3.35 -2.15  0.813
C -0.38 -3.51 -2.95  -1.269
S 1.07 -2.62 -2.30  0.155
C 1.80 -3.86 -1.19  -0.921
C 0.94 -4.34 -0.03  -0.836
S 0.38 -2.95 1.01  0.126
C -1.09 -3.69 1.78  -0.875
C -2.01 -2.62 2.36  -1.043
S -2.62 -1.38 1.19  0.194
H -3.31 -3.40 0.11  0.443
H -4.70 -2.42 0.58  0.486
H -4.23 -0.81 -1.25  0.369
H -4.50 -2.44 -1.86  0.454
H -2.43 -4.00 -2.58  0.484
H -1.50 -3.63 -1.11  -1.085
H -0.52 -3.14 -3.97  0.457
H -0.11 -4.57 -3.03  0.452
H 2.70 -3.38 -0.81  0.397
H 2.11 -4.72 -1.78  0.491
H 1.51 -5.04 0.58  0.507
H 0.05 -4.86 -0.40  0.321
H -0.79 -4.37 2.57  0.526
H -1.60 -4.27 1.02  0.345
H -1.49 -2.05 3.13  0.395
H -2.86 -3.11 2.84  0.521
C 3.61 2.94 -2.50  -1.052
S 3.00 1.49 -1.62  0.840
C 4.19 0.32 -2.30  -1.000
O 1.70 1.15 -2.25  -0.804
H 3.58 2.75 -3.57  0.384
H 4.62 3.17 -2.16  0.401
H 2.94 3.76 -2.24  0.165
H 5.20 0.58 -1.97  0.429
H 4.12 0.33 -3.39  0.382
H 3.92 -0.67 -1.92  0.134
Se 0.33 5.34 -0.84  0.308
N -1.31 5.92 -0.67  -0.812
C -2.04 4.90 -0.26  0.530
C -3.43 4.92 0.05  -0.572
C -4.00 3.75 0.41  -0.746
C -3.22 2.55 0.45  -0.239
N -1.95 2.47 0.17  0.216
C -1.34 3.63 -0.18  0.285
N -0.06 3.67 -0.46  -0.063
H -3.97 5.85 -0.02  0.478
H -5.05 3.69 0.65  0.405
H -3.71 1.62 0.74  0.390
N 0.38 0.18 2.63  -0.242
C 1.35 1.19 2.60  0.245
C 0.98 2.53 2.56  -0.266
C 1.94 3.52 2.45  -0.655
C 3.29 3.19 2.37  -0.682
C 3.66 1.85 2.41  -0.689
C 2.70 0.86 2.52  -0.275
H 0.70 -0.68 3.05  0.249
H -0.50 0.47 3.04  0.256
H -0.07 2.79 2.62  0.296
H 1.64 4.56 2.43  0.500
H 4.04 3.96 2.30  0.424
H 4.71 1.58 2.37  0.439
H 3.00 -0.19 2.56  0.401

Summary:
Max |F|, eV Å⁻¹: 1.180
Net charge: +1
DFT total energy, Eh: -5529.95140
HOMO level, eV: -10.644
Frontier orbital gap, eV: 7.18

Entry 5:
A cluster of 2 separate species, C21H32O4 in total in a non-equilibrium geometry. Source: the OMol25 dataset; level of theory: ωB97M-V/def2-TZVPD.

Last column: Mulliken charge in e.
Positions of all 57 atoms, in Å:
C -0.53 0.02 -4.92  -1.180
C 0.12 1.09 -4.07  -0.207
O 0.61 0.43 -2.88  -0.198
C 1.05 1.17 -1.85  0.383
C 1.74 0.43 -0.80  0.663
C 3.11 0.89 -0.39  0.345
C 3.16 2.10 0.54  -1.012
C 4.01 1.33 -1.56  -1.653
C 1.25 -0.92 -0.58  -0.121
O 0.39 -1.52 -1.21  -0.653
O 1.82 -1.49 0.53  -0.177
C 1.84 -2.94 0.63  -0.575
C 0.53 -3.66 0.67  -0.742
O 0.88 2.39 -1.78  -0.682
H -0.92 0.50 -5.81  0.419
H 0.19 -0.74 -5.24  0.294
H -1.37 -0.46 -4.41  0.283
H 0.96 1.56 -4.60  0.279
H -0.63 1.85 -3.80  0.249
H 3.55 0.01 0.10  0.548
H 2.67 1.90 1.49  -0.266
H 4.22 2.33 0.75  0.565
H 2.70 2.96 0.04  0.257
H 4.11 0.50 -2.27  0.380
H 3.60 2.21 -2.06  0.309
H 5.00 1.58 -1.17  0.502
H 2.44 -3.29 -0.21  0.402
H 2.39 -3.12 1.56  0.321
H 0.74 -4.71 0.91  0.402
H -0.14 -3.27 1.45  0.102
H 0.06 -3.62 -0.30  0.226
C 0.77 1.13 2.85  -2.142
C 0.09 0.94 1.56  -0.185
C -1.20 0.40 1.42  0.910
C -2.18 1.07 0.60  1.160
C -1.84 2.38 -0.03  -1.581
C -3.45 0.53 0.46  -0.893
C -3.83 -0.64 1.13  0.820
C -5.20 -1.22 0.91  -1.503
C -2.94 -1.22 2.03  -1.078
C -1.64 -0.74 2.19  1.303
C -0.73 -1.42 3.15  -2.000
H 1.59 1.85 2.76  0.650
H 0.06 1.52 3.61  0.354
H 1.21 0.19 3.21  0.353
H 0.51 1.49 0.71  0.699
H -2.76 2.88 -0.34  0.467
H -1.30 3.03 0.68  0.322
H -1.19 2.25 -0.90  0.122
H -4.17 1.07 -0.18  0.397
H -5.29 -2.17 1.43  0.368
H -5.99 -0.55 1.28  0.321
H -5.39 -1.38 -0.15  0.356
H -3.25 -2.07 2.64  0.296
H -1.18 -2.36 3.51  0.368
H 0.23 -1.67 2.69  0.234
H -0.52 -0.81 4.04  0.416

Summary:
Max |F|, eV Å⁻¹: 1.786
DFT total energy, Eh: -1120.24360
HOMO level, eV: -6.727
Frontier orbital gap, eV: 4.97

Entry 6:
A structure of composition C21H33B2CaF17N6O9S3 in a non-equilibrium geometry. Source: the OMol25 dataset; level of theory: ωB97M-V/def2-TZVPD.

Last column: Mulliken charge in e.
Positions of all 92 atoms, in Å:
Ca -1.14 -0.87 2.15  1.593
C 0.47 5.70 3.14  -1.400
C 0.56 4.16 3.09  -0.031
N 1.92 3.55 2.82  0.399
C 3.06 3.91 3.47  -0.307
C 4.18 3.19 3.02  -0.709
N 3.64 2.23 2.17  0.279
C 2.29 2.47 2.05  -0.706
C 4.39 1.28 1.34  -0.531
H 0.98 6.14 3.99  0.388
H -0.48 6.22 3.28  0.410
H 0.93 6.26 2.32  0.362
H -0.19 3.80 2.38  0.064
H 0.24 3.71 4.03  0.363
H 2.97 4.72 4.18  0.439
H 5.23 3.38 3.15  0.456
H 1.68 1.89 1.37  0.594
H 5.45 1.57 1.34  0.383
H 3.97 1.45 0.35  0.159
H 4.28 0.30 1.80  0.224
C -2.10 -7.63 0.70  -1.328
C -0.68 -6.88 0.94  -0.143
N -0.40 -5.70 0.14  0.304
C 0.74 -4.94 0.28  -0.834
C 0.55 -3.97 -0.67  -0.680
N -0.60 -4.07 -1.33  0.485
C -1.17 -5.21 -0.93  -0.236
C -1.19 -3.20 -2.30  -0.788
H -2.10 -8.51 1.34  0.397
H -2.26 -7.82 -0.36  0.381
H -2.92 -6.98 0.99  0.328
H 0.20 -7.52 0.88  0.428
H -0.69 -6.56 1.99  0.181
H 1.50 -5.30 0.95  0.614
H 1.28 -3.22 -0.94  0.431
H -2.12 -5.58 -1.28  0.338
H -0.44 -3.06 -3.07  0.364
H -1.50 -2.29 -1.79  0.164
H -1.96 -3.73 -2.87  0.334
C 1.24 3.28 -1.07  -0.328
C 1.04 3.42 -2.62  -1.018
N -0.04 4.37 -2.91  0.286
C -1.40 4.01 -2.96  -0.445
C -2.18 5.08 -3.48  -0.345
N -1.28 6.11 -3.63  0.102
C 0.01 5.66 -3.31  -0.204
C -1.56 7.46 -4.05  -0.838
H 0.34 2.83 -0.64  0.120
H 1.48 4.21 -0.56  0.459
H 2.12 2.69 -0.81  0.031
H 0.90 2.46 -3.12  0.416
H 1.93 3.92 -2.99  0.362
H -1.82 3.07 -2.63  0.492
H -3.25 5.09 -3.65  0.444
H 0.90 6.27 -3.44  0.422
H -0.97 8.14 -3.44  0.334
H -2.63 7.63 -3.93  0.325
H -1.28 7.53 -5.10  0.336
B 1.35 -0.93 0.70  -0.121
F 1.74 0.12 -0.11  -0.109
F 0.07 -1.34 0.28  -0.020
F 2.21 -1.95 0.75  -0.166
F 1.20 -0.46 1.97  -0.380
B -1.90 1.51 0.91  0.529
F -0.67 1.36 1.48  -0.099
F -2.77 0.70 1.59  -0.379
F -2.30 2.85 0.98  -0.430
F -1.94 1.04 -0.40  -0.396
C -1.66 -4.47 4.04  0.486
F -1.76 -5.84 4.12  -0.259
F -2.15 -4.18 2.88  -0.087
F -2.33 -3.96 5.02  -0.236
S 0.13 -3.82 4.00  1.138
O 0.95 -4.91 3.44  -0.715
O 0.01 -2.64 3.07  -0.655
O 0.60 -3.50 5.35  -0.705
C -4.92 -1.98 -0.49  0.511
F -3.98 -1.45 -1.37  -0.196
F -5.69 -0.97 -0.03  -0.206
F -5.68 -2.92 -1.07  -0.209
S -3.95 -2.76 0.98  1.090
O -2.73 -1.92 1.04  -0.340
O -4.74 -2.55 2.21  -0.672
O -3.70 -4.16 0.52  -0.578
C 2.48 -1.12 -3.07  0.662
F 3.01 -0.36 -2.16  -0.116
F 2.82 -2.39 -2.85  -0.223
F 1.18 -1.05 -3.05  -0.119
S 3.11 -0.63 -4.83  1.188
O 4.49 -0.17 -4.63  -0.410
O 3.14 -1.81 -5.70  -0.415
O 2.26 0.45 -5.33  -0.481

Summary:
Max |F|, eV Å⁻¹: 4.198
Net charge: +1
2S+1: 2
DFT total energy, Eh: -5445.56528
HOMO level (spin up / spin down), eV: -10.828 / -10.828
Frontier orbital gap (spin up / spin down), eV: 7.75 / 3.70

Entry 7:
A structure of composition C21H33BF2InO2 in a non-equilibrium geometry. Source: the OMol25 dataset; level of theory: ωB97M-V/def2-TZVPD.

Last column: Mulliken charge in e.
Positions of all 60 atoms, in Å:
C 4.30 0.41 1.26  -1.292
C 2.83 -0.06 1.26  0.173
C 1.96 0.58 2.33  -0.796
C 0.47 0.50 1.91  -0.993
In 0.00 1.93 0.21  0.713
C -0.73 0.74 -1.54  -0.924
C -1.53 -0.49 -1.03  -0.505
C 1.90 3.09 -0.18  -0.745
O 2.50 2.84 -1.47  -0.325
C 3.80 3.35 -1.60  -0.848
B -1.75 3.27 0.93  0.097
C -2.70 2.73 2.08  -0.951
O -2.07 4.51 0.40  -0.611
H 4.45 1.18 0.50  0.165
H 4.95 -0.42 1.02  0.413
H 4.56 0.81 2.23  0.289
H 2.82 -1.14 1.43  0.232
H 2.39 0.10 0.28  0.091
H 2.09 0.04 3.28  0.455
H 2.23 1.63 2.50  0.353
H 0.31 -0.52 1.58  0.137
H -0.16 0.78 2.76  0.247
H -1.40 1.30 -2.18  0.372
H 0.07 0.35 -2.18  0.350
H -1.35 -1.37 -1.64  0.196
H -2.60 -0.30 -1.05  0.089
H -1.29 -0.73 0.01  0.122
H 2.63 2.84 0.60  0.250
H 1.72 4.17 -0.09  0.344
H 3.88 3.99 -2.49  0.285
H 4.08 3.96 -0.75  0.347
H 4.53 2.54 -1.70  0.246
H -3.52 3.41 2.32  0.220
H -2.07 2.54 2.94  0.286
H -3.09 1.76 1.75  0.257
H -1.32 4.85 -0.10  0.298
F -3.19 -1.71 -3.23  -0.322
C -3.77 -0.89 -4.12  0.445
C -3.27 -0.83 -5.40  -0.498
C -3.87 0.02 -6.32  -0.307
C -4.96 0.79 -5.94  -0.497
C -5.45 0.71 -4.65  -0.344
C -4.86 -0.14 -3.72  -0.340
H -2.41 -1.43 -5.67  0.405
H -3.49 0.08 -7.33  0.344
H -5.43 1.45 -6.66  0.360
H -6.30 1.32 -4.35  0.346
H -5.23 -0.21 -2.71  0.407
F 0.44 -2.84 1.98  -0.248
C 1.03 -3.68 2.84  0.287
C 1.85 -4.68 2.36  -0.435
C 2.46 -5.55 3.25  -0.338
C 2.23 -5.41 4.62  -0.501
C 1.39 -4.41 5.08  -0.357
C 0.79 -3.53 4.20  -0.370
H 2.01 -4.77 1.29  0.418
H 3.11 -6.33 2.89  0.349
H 2.70 -6.09 5.31  0.356
H 1.21 -4.30 6.15  0.349
H 0.15 -2.73 4.54  0.454

Summary:
Max |F|, eV Å⁻¹: 1.064
Net charge: -1
DFT total energy, Eh: -1385.13425
HOMO level, eV: -3.525
Frontier orbital gap, eV: 6.21